[1]
{"formula": "C23H45BrCl24O4", "method": "ωB97M-V/def2-TZVPD", "symbols": ["H", "O", "H", "H", "Cl", "C", "H", "C", "C", "H", "C", "C", "H", "H", "Cl", "H", "C", "C", "Cl", "Cl", "Cl", "H", "H", "H", "H", "Cl", "Cl", "H", "H", "Cl", "Cl", "C", "Cl", "Cl", "C", "Cl", "H", "Cl", "H", "H", "C", "H", "H", "H", "C", "Cl", "Br", "C", "H", "H", "C", "H", "Cl", "C", "H", "H", "C", "H", "H", "O", "H", "H", "H", "H", "C", "Cl", "Cl", "H", "Cl", "H", "H", "H", "C", "H", "O", "C", "H", "Cl", "Cl", "H", "H", "Cl", "H", "C", "H", "C", "Cl", "O", "H", "Cl", "H", "C", "C", "Cl", "H", "C", "H"], "positions_angstrom": [[3.144, -0.905, 3.207], [-1.617, -1.015, -0.573], [-5.349, 8.974, 7.816], [-5.121, 0.467, -5.069], [-1.591, 7.157, 6.968], [2.813, -0.727, 4.327], [-8.020, 0.390, -4.024], [6.213, -5.522, -5.171], [-1.619, -3.626, -2.164], [6.747, -4.916, -4.436], [-1.181, -0.156, 0.539], [-1.901, 7.681, 1.637], [-1.680, 2.855, 3.888], [1.957, -0.140, -4.579], [5.432, -4.452, -6.342], [-1.206, 8.503, 1.449], [-0.537, 2.890, 3.638], [-1.283, 5.938, 5.725], [-1.393, 3.219, -2.951], [-6.875, 1.944, -5.385], [-0.121, -5.778, -4.948], [-1.415, -6.296, -6.854], [4.390, 1.146, 2.900], [1.783, -1.209, 4.604], [-0.892, -4.587, -6.836], [2.078, 1.783, -5.945], [0.767, -6.020, -7.714], [-2.216, -1.606, -3.035], [3.257, -5.033, -3.821], [-0.219, 0.051, -5.475], [1.770, -3.315, -4.465], [-5.679, 7.940, 7.942], [0.905, 4.951, -3.420], [-3.263, -0.803, -5.783], [2.551, -4.385, -3.295], [-1.188, 6.177, 1.040], [-0.295, 3.016, 2.496], [5.444, -3.158, 3.985], [3.086, -3.779, -2.560], [-2.208, 5.393, 5.523], [-0.516, -1.195, -1.573], [3.634, -1.278, 4.991], [-6.770, 7.907, 8.005], [-2.447, -3.424, -1.339], [-1.191, -2.153, -2.766], [5.023, -6.526, -4.334], [1.135, -2.032, -0.777], [4.452, 1.328, 4.079], [0.136, 1.503, 5.358], [-7.354, 1.754, -3.080], [-0.584, -5.618, -6.647], [0.731, 2.626, -3.795], [-5.154, 6.993, 6.546], [0.371, 3.312, -3.026], [-0.941, 6.436, 4.815], [-0.193, -0.162, -2.051], [-0.357, 0.208, 3.509], [0.881, -7.938, 0.293], [-0.519, -2.206, -3.725], [-0.301, 0.850, 0.352], [7.339, -2.802, 2.621], [1.052, -9.193, -0.968], [-0.052, 3.836, 4.176], [2.851, 1.061, 5.806], [2.942, 0.878, 4.640], [-2.227, 7.587, 3.372], [1.361, -5.389, -2.458], [-0.865, -0.464, 4.352], [-5.173, -1.437, -3.673], [5.277, 0.608, 4.538], [4.689, 2.464, 4.280], [1.905, -0.542, -6.320], [1.544, 0.144, -5.550], [-3.797, 0.473, -3.869], [-1.440, 0.602, 2.590], [0.347, -8.545, -0.442], [2.099, 2.942, 4.167], [-0.044, 4.792, 6.253], [-9.445, 2.273, -4.048], [2.110, 1.799, 2.667], [0.784, 3.028, -2.055], [5.853, -1.084, 1.977], [-0.737, -4.182, -1.598], [6.634, -2.154, 3.147], [7.168, -1.548, 3.883], [0.294, 1.549, 4.196], [-0.434, -7.475, -1.613], [-1.806, -0.443, 1.870], [0.419, -0.437, 2.880], [-4.997, 7.297, 9.441], [-2.019, -4.361, -3.006], [-7.870, 1.472, -4.002], [-4.366, -0.144, -4.569], [-0.843, -9.549, 0.395], [-2.840, 7.864, 1.108], [1.869, 1.820, 3.831], [6.918, -6.170, -5.697]], "e_tot_ev": -403342.5361, "gap_ev": 10.206, "lumo_ev": 0.130}

---

[2]
{"formula": "C23H45NO8", "method": "ωB97M-V/def2-TZVPD", "symbols": ["H", "H", "H", "H", "H", "C", "O", "H", "H", "H", "H", "H", "C", "H", "H", "H", "H", "H", "H", "C", "C", "C", "C", "H", "H", "H", "H", "C", "H", "H", "H", "H", "C", "O", "C", "H", "H", "O", "O", "H", "C", "H", "C", "H", "H", "C", "C", "H", "O", "C", "O", "H", "H", "C", "H", "H", "H", "C", "C", "C", "O", "C", "H", "N", "H", "H", "C", "H", "C", "H", "H", "H", "C", "H", "O", "H", "C"], "positions_angstrom": [[-2.541, 5.777, -3.977], [-4.870, 2.068, -4.497], [0.290, 7.875, -3.457], [-0.391, 5.468, -3.217], [2.384, 0.094, -1.882], [-1.467, -0.034, 1.295], [-3.987, 1.684, -4.582], [1.171, -5.946, -3.772], [-4.241, 4.937, 0.042], [1.962, -0.442, 0.517], [7.242, -2.918, 2.146], [2.240, -1.562, -2.257], [-0.138, -6.981, -2.405], [-2.413, 0.381, 0.936], [0.492, -3.009, -0.873], [1.179, 4.426, 5.953], [0.634, -7.166, -1.654], [-1.189, 3.106, 0.012], [6.903, -5.314, 2.945], [-3.441, 1.573, -3.272], [2.598, -1.062, -0.230], [4.906, -2.399, 1.717], [3.426, -4.642, 1.673], [0.238, -5.538, -0.022], [-3.235, 3.606, 1.915], [-1.402, 8.367, -3.228], [-0.313, 3.817, 3.616], [0.488, -6.799, -3.773], [-1.533, -5.654, -2.692], [-2.072, 4.796, 1.302], [-2.014, -0.044, 3.385], [-2.230, -1.774, 1.721], [6.010, -4.656, 2.640], [5.044, -1.156, 1.841], [-2.637, 3.894, 1.047], [-3.911, 0.587, -1.406], [-1.181, 1.434, 2.854], [-1.720, 2.840, 0.775], [-0.847, -5.806, -2.028], [-0.948, 7.454, -4.660], [-3.527, 4.134, -0.155], [-0.280, -0.080, 3.096], [3.615, -3.154, 1.199], [-3.355, 2.575, -2.840], [3.658, -0.621, -0.177], [4.522, -5.256, 2.662], [1.134, -4.897, 0.290], [-0.663, 0.342, 0.659], [-2.392, 5.895, -3.029], [2.207, -5.519, 1.232], [0.181, 4.438, 4.169], [-0.854, 6.400, -1.781], [-2.930, 4.401, -1.032], [6.159, -3.309, 2.180], [2.117, -6.597, 1.610], [-0.832, -7.827, -2.402], [-4.412, -0.309, -2.857], [2.520, -2.573, 0.271], [-0.750, 7.568, -3.590], [-4.321, 0.686, -2.414], [-1.510, -1.451, 1.163], [1.298, -3.433, -0.193], [-0.279, -6.592, -4.525], [2.005, -0.823, -1.582], [-5.333, 1.098, -2.343], [1.041, -7.693, -4.072], [0.629, 3.728, 5.318], [1.872, 2.020, 5.780], [-1.222, 0.348, 2.740], [-0.245, 3.372, 5.874], [-4.080, 3.226, -0.411], [0.975, 1.882, 4.252], [1.517, 2.571, 4.906], [2.380, 2.933, 4.341], [4.140, -6.186, 3.425], [-2.439, 1.148, -3.358], [-1.033, 6.275, -2.851]], "e_tot_ev": -42443.4480, "gap_ev": 7.679, "smiles": "NCc1cccc2c1C(=O)C=CC2=O.CCO.CCO.CCO.CCO.CCO.CCO", "lumo_ev": -1.070}